# 1
Here is a cluster of 2 separate species, C6H12N3 in total in a non-equilibrium geometry from the Open Molecules 2025 dataset. Energies are from ωB97M-V/def2-TZVPD.

Results
**Charge**: +1
**Spin multiplicity**: 1
**LUMO energy**: -2.717 eV
**Max |F|**: 0.0877 hartree/bohr
**Relative energy (zero: lowest compared OMol25 entry of this formula, charge and spin)**: 2.912 eV

Structure (XYZ):
```
21
C6H12N3, DFT ωB97M-V/def2-TZVPD
C -2.220 -1.372 0.011
C -2.222 -0.059 -0.061
C -0.135 -0.649 -0.489
C -3.369 0.840 0.136
C 2.787 0.059 1.063
C 1.823 -0.137 -1.108
N -0.973 0.394 -0.416
N -0.793 -1.721 -0.223
N 2.357 0.644 -0.183
H -3.059 -2.028 0.229
H -3.717 0.781 1.214
H -3.177 1.959 -0.091
H -4.390 0.644 -0.364
H 2.708 0.684 2.039
H 2.233 -0.932 1.150
H 3.910 -0.203 0.992
H 2.006 -1.155 -1.119
H 1.438 0.360 -2.069
H -0.593 1.306 -0.441
H -0.279 -2.590 0.056
H 2.241 1.645 -0.069
```

=====

# 2
Here is a cluster of 5 separate species, C11H24O11 in total in a non-equilibrium geometry from the Open Molecules 2025 dataset. Energies are from ωB97M-V/def2-TZVPD.

Results
**Charge**: -2
**Spin multiplicity**: 1
**LUMO energy**: 4.015 eV
**Max |F|**: 0.0587 hartree/bohr
**Relative energy (zero: lowest compared OMol25 entry of this formula, charge and spin)**: 0.000 eV

Structure (XYZ):
```
46
C11H24O11, DFT ωB97M-V/def2-TZVPD
C -2.057 0.023 1.592
O -0.928 -0.775 1.522
H -2.624 -0.041 2.533
H -1.984 1.121 1.381
H -2.687 -0.243 0.710
C -1.749 -0.122 5.982
O -0.604 -0.752 5.588
H -2.703 -0.694 6.041
H -1.602 0.309 7.001
H -1.985 0.730 5.307
C -0.951 -3.062 -0.668
O 0.355 -3.324 -1.176
C 1.360 -3.560 -0.381
O 1.330 -3.671 0.811
O 2.482 -3.677 -1.131
C 3.696 -3.742 -0.412
H -1.513 -3.998 -0.583
H -1.548 -2.493 -1.378
H -0.979 -2.586 0.318
H 4.475 -4.281 -0.953
H 3.518 -4.313 0.503
H 4.218 -2.861 -0.031
C -3.511 2.151 -4.642
O -3.500 2.141 -3.223
C -2.490 2.851 -2.690
O -1.693 3.539 -3.275
O -2.660 2.766 -1.385
C -2.006 3.669 -0.476
H -3.252 3.143 -5.008
H -4.515 1.959 -5.030
H -2.939 1.380 -5.161
H -2.404 4.684 -0.457
H -0.934 3.735 -0.650
H -2.239 3.189 0.472
C 4.977 0.964 0.864
O 4.079 0.867 -0.217
C 2.964 0.169 -0.106
O 2.667 -0.541 0.818
O 2.177 0.508 -1.130
C 0.737 0.389 -1.155
H 5.925 0.449 0.685
H 4.542 0.686 1.821
H 5.323 2.001 0.860
H 0.309 1.167 -1.794
H 0.469 0.728 -0.153
H 0.456 -0.583 -1.545
```

=====

# 3
Here is the molecule C4H4N2O in a non-equilibrium geometry from the Open Molecules 2025 dataset. Energies are from ωB97M-V/def2-TZVPD.

Results
**Spin multiplicity**: 1
**LUMO energy**: 0.351 eV
**Structure (SMILES)**: N#C/C=C\NC=O
**Max |F|**: 0.0222 hartree/bohr
**Relative energy (zero: lowest compared OMol25 entry of this formula, charge and spin)**: 0.935 eV

Structure (XYZ):
```
11
C4H4N2O, DFT ωB97M-V/def2-TZVPD
N 1.363 -1.545 -1.577
C 1.333 -0.515 -1.046
C 1.169 0.774 -0.447
C -0.008 1.122 0.084
N -1.056 0.214 0.252
C -0.895 -1.062 0.776
O 0.121 -1.487 1.263
H 1.995 1.475 -0.503
H -0.198 2.143 0.410
H -2.002 0.533 0.100
H -1.822 -1.653 0.688
```

=====

# 4
Here is the molecule C3H4N2O2 in a non-equilibrium geometry from the Open Molecules 2025 dataset. Energies are from ωB97M-V/def2-TZVPD.

Results
**Spin multiplicity**: 1
**LUMO energy**: 0.690 eV
**Structure (SMILES)**: Oc1nc[nH]c1O
**Max |F|**: 0.1188 hartree/bohr
**Relative energy (zero: lowest compared OMol25 entry of this formula, charge and spin)**: 2.806 eV

Structure (XYZ):
```
11
C3H4N2O2, DFT ωB97M-V/def2-TZVPD
O -0.118 0.454 2.327
C 0.048 0.021 1.076
N 0.966 -0.868 0.690
C 0.898 -1.087 -0.614
N -0.035 -0.250 -1.229
C -0.637 0.453 -0.241
O -1.487 1.509 -0.471
H -0.061 -0.279 3.009
H 1.449 -1.835 -1.037
H -0.182 0.083 -2.145
H -1.547 2.239 0.132
```

=====

# 5
Here is a structure of composition C50H46BrIIrN13P2Si in a non-equilibrium geometry from the Open Molecules 2025 dataset. Energies are from ωB97M-V/def2-TZVPD.

Results
**Charge**: +1
**Spin multiplicity**: 2
**LUMO energy (spin up / spin down)**: -3.426 / -3.417 eV
**Max |F|**: 0.0216 hartree/bohr
**⟨S²⟩**: 0.755
**Relative energy (zero: lowest compared OMol25 entry of this formula, charge and spin)**: 0.000 eV

Structure (XYZ):
```
115
C50H46BrIIrN13P2Si, DFT ωB97M-V/def2-TZVPD
Ir 0.805 -0.777 -0.781
C 1.829 -4.224 -0.846
Si 0.567 -3.013 -0.196
C 0.479 -3.301 1.666
C 0.087 -4.607 1.992
C 0.118 -5.094 3.287
C 0.582 -4.281 4.308
C 0.964 -2.984 4.019
C 0.891 -2.481 2.716
P 1.121 -0.687 2.606
C -0.279 0.184 3.108
C -0.826 1.335 2.315
C -1.787 2.159 3.089
C -2.195 1.835 4.327
C -1.733 0.670 5.018
C -0.778 -0.083 4.412
C 2.559 -0.454 3.681
C 2.531 0.489 4.704
C 3.655 0.682 5.494
C 4.808 -0.049 5.250
C 4.841 -0.987 4.226
C 3.718 -1.194 3.445
C -1.151 -3.502 -0.789
C -1.540 -4.830 -0.979
C -2.870 -5.171 -1.150
C -3.850 -4.185 -1.095
C -3.482 -2.862 -0.948
C -2.132 -2.514 -0.849
P -1.582 -0.777 -0.801
C -2.160 0.028 -2.352
C -1.385 1.016 -2.944
C -1.853 1.755 -4.021
C -3.108 1.494 -4.544
C -3.889 0.497 -3.974
C -3.425 -0.217 -2.882
C -2.828 -0.057 0.333
C -3.245 -0.801 1.437
C -4.243 -0.318 2.270
C -4.833 0.908 2.009
C -4.404 1.667 0.930
C -3.403 1.191 0.096
H 1.599 -5.210 -0.434
H 2.835 -3.961 -0.522
H 1.839 -4.293 -1.933
H -0.249 -5.279 1.212
H -0.199 -6.107 3.491
H 0.647 -4.650 5.323
H 1.340 -2.361 4.820
H -1.197 1.032 1.340
H -2.139 3.069 2.617
H -2.897 2.496 4.824
H -2.092 0.430 6.007
H -0.368 -0.924 4.958
H 1.630 1.062 4.873
H 3.632 1.408 6.296
H 5.686 0.108 5.863
H 5.741 -1.557 4.039
H 3.737 -1.935 2.653
H -0.792 -5.615 -0.992
H -3.151 -6.207 -1.293
H -4.896 -4.450 -1.173
H -4.254 -2.107 -0.882
H -0.391 1.199 -2.570
H -1.227 2.518 -4.469
H -3.473 2.052 -5.396
H -4.870 0.280 -4.376
H -4.070 -0.965 -2.447
H -2.798 -1.765 1.645
H -4.555 -0.903 3.125
H -5.614 1.280 2.658
H -4.858 2.628 0.727
H -3.107 1.779 -0.764
N 3.705 0.619 0.174
C 3.857 -0.373 -0.759
N 4.976 -0.759 -1.325
N 4.590 -1.730 -2.183
N 3.327 -1.917 -2.118
N 2.809 -1.048 -1.219
C 2.609 0.752 0.998
N 2.580 1.906 1.593
N 1.556 2.118 2.458
N 0.354 2.237 1.822
N 1.700 -0.328 1.069
H 4.468 1.255 0.339
C 3.704 4.794 -1.423
C 2.667 5.842 -1.026
C 2.760 6.181 0.457
C 1.251 5.426 -1.437
N 0.908 4.101 -0.890
C 1.124 2.882 -1.434
N 0.813 1.968 -0.559
N 0.398 2.680 0.510
N 0.468 3.965 0.327
H 4.707 5.202 -1.318
H 3.594 4.471 -2.461
H 3.646 3.919 -0.769
H 2.848 6.752 -1.607
H 2.551 5.313 1.085
H 2.071 6.979 0.734
H 3.770 6.512 0.697
H 1.156 5.331 -2.519
H 0.489 6.111 -1.072
H 1.501 2.714 -2.428
Br -2.200 -3.514 -4.198
C -1.685 -2.054 -5.261
C -2.442 -1.777 -6.394
C -2.060 -0.767 -7.259
C -0.913 -0.030 -7.003
C -0.168 -0.296 -5.869
C -0.557 -1.298 -4.982
I 0.833 -1.713 -3.461
H -3.318 -2.376 -6.600
H -2.651 -0.571 -8.144
H -0.593 0.744 -7.687
H 0.735 0.267 -5.674
```

=====

Number 1: electronic energy -399.774011 a.u.. Number 2: electronic energy -1260.958608 a.u.. Number 3: electronic energy -339.547291 a.u.. Number 4: electronic energy -376.660666 a.u.. Number 5: electronic energy -6592.651092 a.u..